# C26H54N2O16

8 unconnected molecules or ions with the total composition C26H54N2O16 at a distorted geometry (ωB97M-V with the def2-TZVPD basis set, the Open Molecules 2025 dataset).

```
98
C26H54N2O16 (ωB97M-V with the def2-TZVPD basis set)
C -1.135 3.406 -7.593
N -0.588 1.999 -7.630
O -0.639 1.363 -8.647
O -0.096 1.591 -6.576
H -0.460 4.104 -7.097
H -2.138 3.401 -7.165
H -1.080 3.669 -8.649
C 0.454 4.337 -0.706
N 1.601 3.386 -0.594
O 2.007 3.211 0.568
O 2.053 2.864 -1.655
H 0.138 4.503 0.324
H -0.267 3.792 -1.316
H 0.815 5.265 -1.150
C 3.308 -0.736 -0.667
C 3.668 -0.932 -2.114
O 4.047 0.288 -2.774
C 4.281 0.265 -4.119
C 4.868 1.596 -4.600
O 3.995 -0.695 -4.874
H 3.110 -1.701 -0.200
H 2.398 -0.137 -0.663
H 4.071 -0.225 -0.079
H 4.533 -1.591 -2.040
H 2.861 -1.467 -2.615
H 5.891 1.794 -4.282
H 4.255 2.408 -4.208
H 4.852 1.545 -5.688
C -0.400 0.265 0.805
C -1.143 -0.187 -0.449
O -0.758 0.488 -1.650
C -0.561 -0.123 -2.820
C 0.293 0.652 -3.768
O -0.862 -1.261 -3.097
H -0.191 1.333 0.758
H 0.600 -0.171 0.791
H -0.893 -0.002 1.740
H -0.992 -1.259 -0.570
H -2.201 0.075 -0.483
H -0.361 1.433 -4.154
H 0.735 0.021 -4.540
H 1.016 1.245 -3.208
C -3.102 5.937 1.812
C -2.466 5.000 2.830
O -2.880 3.599 2.703
C -3.082 2.950 1.571
C -3.605 1.539 1.827
O -2.712 3.302 0.412
H -2.642 5.802 0.833
H -2.920 6.947 2.181
H -4.173 5.786 1.680
H -1.394 5.032 2.635
H -2.766 5.202 3.859
H -3.047 0.834 1.210
H -4.615 1.489 1.420
H -3.525 1.316 2.891
C -4.613 -1.550 4.729
C -4.671 -1.634 3.232
O -3.578 -2.360 2.702
C -3.574 -2.593 1.381
C -2.451 -3.581 1.153
O -4.160 -1.989 0.492
H -4.847 -2.532 5.140
H -5.294 -0.801 5.133
H -3.652 -1.285 5.170
H -5.617 -2.061 2.900
H -4.712 -0.682 2.702
H -1.544 -2.990 1.277
H -2.469 -3.911 0.114
H -2.395 -4.452 1.806
C -0.919 0.615 4.324
C 0.434 0.086 4.794
O 1.224 -0.386 3.744
C 2.453 -0.840 3.918
C 3.013 -1.527 2.639
O 3.139 -0.693 4.953
H -1.471 1.064 5.150
H -1.453 -0.223 3.877
H -0.700 1.455 3.664
H 1.006 0.734 5.458
H 0.212 -0.774 5.425
H 3.077 -0.703 1.927
H 2.307 -2.281 2.290
H 3.977 -1.976 2.876
C 1.030 -3.946 -1.713
C 0.904 -3.994 -0.151
O 1.673 -5.029 0.382
C 2.944 -4.936 0.502
C 3.537 -6.298 0.809
O 3.630 -3.880 0.429
H 2.042 -3.613 -1.945
H 0.484 -3.135 -2.195
H 0.824 -4.899 -2.199
H 1.251 -3.057 0.284
H -0.162 -4.112 0.047
H 4.494 -6.224 0.292
H 2.997 -7.027 0.205
H 3.476 -6.528 1.873
```

Computed properties:
Kohn-Sham gap = 9.80 eV
E = -63571.6384 eV
Multiplicity = 1
Energy relative to the best compared isomer or geometry (same formula, charge and spin) = 2.6541 eV
LUMO energy = -0.024 eV
SMILES = C[N+](=O)[O-].C[N+](=O)[O-].CCOC(C)=O.CCOC(C)=O.CCOC(C)=O.CCOC(C)=O.CCOC(C)=O.CCOC(C)=O

Per-atom Löwdin charges, elementary charge units: 0.05, -0.43, 0.09, 0.04, 0.09, 0.10, 0.09, 0.05, -0.39, 0.04, 0.03, 0.08, 0.10, 0.10, -0.07, -0.22, -0.02, -0.46, 0.02, 0.05, 0.04, 0.06, 0.09, 0.13, 0.11, 0.08, 0.08, 0.08, -0.04, -0.19, -0.01, -0.53, 0.02, 0.09, 0.07, 0.06, 0.05, 0.11, 0.11, 0.08, 0.10, 0.06, -0.08, -0.16, -0.02, -0.48, 0.02, 0.03, 0.06, 0.08, 0.09, 0.12, 0.12, 0.05, 0.10, 0.08, -0.06, -0.24, -0.01, -0.51, 0.01, 0.10, 0.08, 0.08, 0.07, 0.13, 0.09, 0.07, 0.09, 0.09, -0.06, -0.23, -0.01, -0.48, 0.03, 0.06, 0.09, 0.07, 0.07, 0.13, 0.12, 0.07, 0.07, 0.09, -0.02, -0.19, 0.02, -0.53, 0.03, 0.04, 0.06, 0.06, 0.08, 0.10, 0.09, 0.09, 0.08, 0.10